[1]
The following is a DFT calculation (ωB97M-V/def2-TZVPD) of a single C4H8N2OS molecule at a distorted geometry.

Element x y z (Å)
O 3.0556 -0.8561 0.0080
C 2.3699 0.1101 -0.2764
N 0.9661 0.0888 -0.4130
C 0.2572 -0.8432 0.5294
C -1.0775 -0.1160 0.7725
S -2.3754 -0.4475 -0.4700
C -0.5768 1.3378 0.6669
N 0.3784 1.3036 -0.4636
H 2.8782 1.0372 -0.5900
H 0.3105 -1.8498 0.1153
H 0.7192 -0.8698 1.5057
H -1.5240 -0.3369 1.7598
H -2.4935 -1.7092 -0.0935
H -1.3552 2.0307 0.4958
H -0.0748 1.6566 1.5663
H -0.1482 1.3704 -1.3212

## Properties
HOMO level ... -0.3384 hartree
SMILES ... O=CN1C[C@H](S)CN1
Energy above the lowest of the compared OMol25 structures with the same formula, charge and spin ... 31.0 kcal per mole
E ... -20139.4890 eV

---

[2]
The following is a DFT calculation (ωB97M-V/def2-TZVPD) of 4 unconnected molecules or ions with the total composition C4H8N2OS at a distorted geometry.

Element x y z (Å)
C -2.5580 -0.5236 -0.0836
C -1.0176 -0.9012 0.0565
C 1.1823 0.3430 -0.2731
C 2.1901 -0.8550 -0.1596
H -2.8077 -0.8095 -1.4853
H -3.5870 -1.1835 1.1798
H -2.4574 1.1036 0.2219
H -0.6564 -2.0586 -0.3593
H -0.8915 -1.2179 1.2491
H 2.6574 1.7103 0.1345
H -0.0737 2.3798 0.3448
H 1.6566 -1.6787 -0.3231
N -0.1077 0.2044 -0.3884
N 1.7732 1.5890 -0.1986
O 0.9601 2.6263 0.0630
S 3.7372 -0.7285 0.0215

## Properties
HOMO level ... -0.3181 hartree
Energy above the lowest of the compared OMol25 structures with the same formula, charge and spin ... 264.7 kcal per mole
E ... -20129.3556 eV

---

[3]
The following is a DFT calculation (ωB97M-V/def2-TZVPD) of a gas-phase ion, C4H8N2P (charge +1) at a distorted geometry.

Element x y z (Å)
N -1.3020 0.0282 1.6728
C -0.0969 -0.0503 1.0486
P 0.4110 -1.5652 -0.0343
N -0.7222 -0.8199 -1.3146
C 1.8004 -0.5038 -0.6288
C 1.8769 0.6334 0.0630
C 0.8820 0.9064 1.0859
H -1.3562 0.9184 2.1775
H -1.5943 -0.7353 2.1530
H -1.3320 -0.0604 -0.8704
H -1.4355 -1.4478 -1.6655
H -0.3978 -0.4561 -2.2291
H 2.5861 -0.7200 -1.3813
H 2.7650 1.1133 -0.1960
H 0.7214 1.9007 1.4560

## Properties
Net charge ... +1
HOMO level ... -0.4541 hartree
SMILES ... NC1=P([NH3+])=CC=C1
Energy above the lowest of the compared OMol25 structures with the same formula, charge and spin ... 26.6 kcal per mole
E ... -16538.4919 eV

---

[4]
The following is a DFT calculation (ωB97M-V/def2-TZVPD) of a single C4H8N2S molecule at a distorted geometry.

Element x y z (Å)
C 2.0689 -0.6853 -1.8466
N 1.1360 -0.4378 -1.0255
N -0.0980 -0.1794 -1.6203
C -0.8163 0.6014 -0.9367
C -0.4889 1.2962 0.3131
S -1.5875 0.8288 1.6428
C -0.8604 -0.8627 1.9973
H 2.0481 -0.5366 -2.9822
H 2.9329 -0.8923 -1.2884
H -1.8641 0.7791 -1.2306
H 0.5247 1.1818 0.6877
H -0.8352 2.3464 0.1518
H -0.8723 -1.3777 1.0595
H 0.2059 -0.7446 2.2320
H -1.4937 -1.3172 2.8461

## Properties
HOMO level ... -0.3201 hartree
SMILES ... C=N/N=C\CSC
Energy above the lowest of the compared OMol25 structures with the same formula, charge and spin ... 66.9 kcal per mole
E ... -18090.8417 eV

---

[5]
The following is a DFT calculation (ωB97M-V/def2-TZVPD) of 2 unconnected molecules or ions with the total composition C4H8N2S at a distorted geometry.

Element x y z (Å)
C 0.1607 -1.3529 -1.0929
C -0.1944 -1.0834 1.6656
C -0.0448 2.4968 -0.3429
C 0.2324 -0.1015 -0.5120
N 1.1277 -2.1696 -1.0463
N -1.0711 -0.3798 2.0844
S -0.8724 1.0613 -1.1008
H -0.7443 -1.5263 -1.7230
H 0.2492 -2.0033 1.3955
H -0.2040 3.3000 -1.0260
H 1.0392 2.3295 -0.4003
H -0.1660 2.8658 0.6323
H 1.0509 0.2670 0.1154
H 1.0038 -3.0940 -1.6252
H -1.5669 -0.6098 2.9763

## Properties
HOMO level (spin up / spin down) ... -0.2538 / -0.2519 hartree
Energy above the lowest of the compared OMol25 structures with the same formula, charge and spin ... 129.2 kcal per mole
E ... -18088.1392 eV

---

[6]
The following is a DFT calculation (ωB97M-V/def2-TZVPD) of 4 unconnected molecules or ions with the total composition C4H8N2S at a distorted geometry.

Element x y z (Å)
C -1.1534 -1.2813 2.2705
C -0.6629 -1.4667 0.9745
C 0.1515 -2.5934 0.7631
C -0.7188 0.4047 -0.5069
H -0.1442 -0.4304 2.9541
H -2.3925 -0.4920 1.7833
H -1.3037 -2.6593 2.8695
H 0.6059 -3.1083 1.6002
H 0.6690 -2.9688 -0.2486
H -1.1335 1.3500 -1.0582
H 1.3978 0.0714 -0.4995
H 2.3302 1.8474 -2.1466
N -1.3140 -0.5529 0.0866
N 0.6272 0.5726 -1.0707
S 1.1925 2.2420 -1.2108

## Properties
HOMO level ... -0.3190 hartree
Energy above the lowest of the compared OMol25 structures with the same formula, charge and spin ... 209.0 kcal per mole
E ... -18084.6801 eV